This record from the Open Molecules 2025 dataset describes a 2-piece molecular cluster, C2H10B2INO4P overall. The level of theory is ωB97M-V with the def2-TZVPD basis set.

Structure (XYZ):
```
21
Properties=species:S:1:pos:R:3:forces:R:3
C 2.684491 1.324966 -0.426873 -0.1 -0.8 -0.5
B 2.215938 -0.080873 -1.083030 1.2 0.4 0.2
O 3.243974 -0.724288 -1.819715 -0.4 1.4 0.8
B 0.686509 -0.720600 -0.862767 0.2 0.0 -0.2
P -0.708445 0.246406 -1.792199 -1.5 -0.7 0.7
O -1.475474 1.224228 -0.619137 0.2 -0.4 -0.9
I 0.274590 1.880205 -3.384733 0.4 0.5 -0.3
H 2.624396 1.278406 0.662054 0.1 0.0 0.1
H 3.688939 1.597629 -0.762277 0.0 0.1 0.2
H 1.980641 2.091421 -0.756700 0.0 0.1 0.0
H 2.844617 -1.421013 -2.312285 -0.4 -1.0 -0.4
H 0.584628 -1.855052 -1.285245 -0.1 -0.1 -0.3
H 0.360662 -0.732486 0.298612 -0.1 0.2 0.2
H -0.883274 1.380759 0.113733 0.4 0.1 0.4
C -3.223460 -0.662422 1.927647 -0.3 0.0 -0.2
N -1.781381 -0.949179 2.103374 -0.2 0.0 -0.1
O -1.411822 -2.084881 1.942882 0.1 -0.5 0.1
O -1.075694 -0.013914 2.393189 0.3 0.4 0.3
H -3.728572 -1.586029 1.670214 0.1 0.0 0.0
H -3.592924 -0.261534 2.867295 0.0 0.1 0.0
H -3.308338 0.068252 1.125962 0.1 0.1 0.0
```
Positions in Å, forces in eV/Å.

## Properties
**E_HOMO**: -3.6827 eV
**Relative energy (zero: lowest compared OMol25 entry of this formula, charge and spin)**: 19.1 kJ/mol
**LUMO energy**: 2.95 eV
**Total charge**: -1
**Orbital gap**: 0.244 Eh



This record from the Open Molecules 2025 dataset describes C2H10BCl3CoN2O16 as an isolated structure. The level of theory is ωB97M-V with the def2-TZVPD basis set.

Structure (XYZ):
```
35
Properties=species:S:1:pos:R:3:forces:R:3
Co 0.946897 0.263235 0.085604 0.3 0.4 -0.1
Cl -0.332428 3.777757 -0.055331 0.9 4.0 0.3
O -1.327249 3.938565 0.948696 -1.7 -0.4 0.1
O -0.754714 3.928183 -1.387554 -2.2 0.0 -1.7
O 0.658162 4.769597 0.166915 1.1 1.2 0.6
O 0.271925 2.540265 0.056051 1.6 -5.4 0.9
Cl -0.897187 -0.526246 -3.013964 -2.6 2.9 0.8
O -1.938892 -1.249657 -2.401901 -1.8 -2.5 1.0
O -0.524846 -1.173130 -4.223691 0.9 0.1 -0.6
O -1.442056 0.809237 -3.166098 0.8 -0.1 -1.4
O 0.152421 -0.423292 -2.062555 2.7 -0.4 0.8
Cl 1.441855 -0.029815 3.713485 4.4 -0.8 1.9
O 0.402858 -0.848965 4.209748 -2.0 -0.4 -0.5
O 2.649056 -0.816939 3.633516 0.4 -0.7 0.8
O 1.341653 0.436797 2.366416 -2.3 1.5 -1.9
O 1.667630 1.037876 4.670130 -0.7 0.3 -1.0
B 2.987935 0.680393 -0.591480 0.6 0.6 0.7
H 3.847566 0.610941 -1.239892 2.8 -0.4 -2.6
H 3.223279 1.241228 0.299767 0.8 2.3 3.1
H 2.130479 1.080444 -1.110105 -3.6 2.0 -2.4
H 2.735833 -0.314005 -0.257026 -1.1 -4.6 1.5
C -0.025162 -3.935748 -1.090958 -0.6 1.8 0.8
N 0.702008 -3.374329 0.164588 -0.4 2.2 -2.7
O 0.959495 -2.149263 0.219595 -0.7 -2.3 0.1
O 1.034562 -4.188685 0.946449 0.7 -1.1 1.9
H -0.249773 -4.994396 -0.960954 0.8 0.2 -0.1
H 0.505970 -3.548361 -1.960397 0.2 -0.5 0.1
H -0.979911 -3.410312 -1.112881 0.0 0.2 0.0
C -3.240682 0.956591 0.036266 -0.3 0.2 -0.3
N -2.152356 0.615628 0.980856 -0.2 3.4 3.5
O -1.237660 -0.059639 0.625756 1.6 -2.1 -2.0
O -2.116002 1.147488 2.091958 -1.2 -0.6 -1.3
H -3.701094 0.007277 -0.237428 0.2 0.3 -0.4
H -2.782960 1.523628 -0.774336 0.3 -0.7 -0.4
H -3.956611 1.677649 0.430755 0.2 -0.5 0.8
```
Positions in Å, forces in eV/Å.

## Properties
**E_HOMO (alpha / beta)**: -4.0214 / -4.0137 eV
**Relative energy (zero: lowest compared OMol25 entry of this formula, charge and spin)**: 272.2 kJ/mol
**LUMO energy (alpha / beta)**: 4.44 / 4.40 eV
**Spin multiplicity**: 4
**Total charge**: -2
**Orbital gap (alpha / beta)**: 0.311 / 0.309 Eh



This record from the Open Molecules 2025 dataset describes C2H10BKOS as an isolated structure. The level of theory is ωB97M-V with the def2-TZVPD basis set.

Structure (XYZ):
```
16
Properties=species:S:1:pos:R:3:forces:R:3
K 0.065210 1.680274 -1.076190 -0.2 0.5 0.1
B -1.703913 4.624572 -0.401183 0.1 0.1 0.1
H -1.468047 5.767163 -0.436855 0.3 1.2 -0.3
H -0.694160 4.100087 -0.115719 1.7 -1.0 0.5
H -2.430378 4.469509 0.500623 -1.0 -0.5 0.7
H -2.035913 4.212074 -1.447809 -0.7 -0.6 -1.2
C 1.846529 -3.352452 -0.077533 -0.3 0.2 0.1
S 1.490181 -1.645914 0.479642 -0.1 -1.2 -0.5
O 1.394270 -0.922266 -0.834932 -0.3 0.7 0.3
C -0.232713 -1.967267 0.983703 -0.7 0.7 -0.7
H 1.876698 -4.064617 0.745797 0.0 0.1 0.1
H 2.779326 -3.372317 -0.634731 0.1 0.3 0.2
H 1.039043 -3.589090 -0.769838 0.0 -0.1 0.0
H -0.847448 -1.927111 0.075804 0.4 -0.2 -0.2
H -0.602270 -1.103648 1.541209 0.3 -0.2 0.4
H -0.476413 -2.908995 1.468007 0.5 0.0 0.3
```
Positions in Å, forces in eV/Å.

## Properties
**E_HOMO**: -7.8172 eV
**Relative energy (zero: lowest compared OMol25 entry of this formula, charge and spin)**: 0.0 kJ/mol
**LUMO energy**: -0.50 eV
**Orbital gap**: 0.269 Eh



This record from the Open Molecules 2025 dataset describes C2H10BaN3 as an isolated structure. The level of theory is ωB97M-V with the def2-TZVPD basis set.

Structure (XYZ):
```
16
Properties=species:S:1:pos:R:3:forces:R:3
C 0.043770 0.637620 -2.289642 0.0 -0.5 -1.0
Ba 1.525786 -0.214791 -0.298192 -0.3 1.2 -0.1
N 0.298010 0.276983 2.247288 -0.2 0.0 0.6
N -0.713474 -1.775247 -0.080496 -0.9 -0.7 0.0
H -0.456124 0.940926 2.072137 0.2 0.0 -0.2
H 3.083240 -1.135529 1.266998 0.6 -0.4 0.4
H 0.712030 1.448257 -2.650772 -0.2 -0.2 0.1
H -0.998588 0.922759 -2.475970 0.2 -0.1 -0.1
H 0.301051 -0.287353 -2.850271 0.0 -0.2 -0.6
H -1.432041 -1.177971 0.342180 0.4 0.0 -0.3
H -0.745056 -2.658759 0.428490 0.1 0.2 0.0
H -1.043211 -1.987479 -1.027066 0.1 0.3 0.3
H -0.113800 -0.561166 2.656480 0.2 0.2 0.1
H 0.918336 0.698964 2.946781 -0.3 -0.3 -0.3
N -1.079847 2.879750 -0.089741 1.1 -1.5 -0.2
C -0.300081 1.993036 -0.198206 -0.9 2.0 1.4
```
Positions in Å, forces in eV/Å.

## Properties
**E_HOMO**: -2.0478 eV
**Relative energy (zero: lowest compared OMol25 entry of this formula, charge and spin)**: 0.0 kJ/mol
**LUMO energy**: 2.42 eV
**Total charge**: -1
**Orbital gap**: 0.164 Eh



This record from the Open Molecules 2025 dataset describes C2H10BaO11 as an isolated structure. The level of theory is ωB97M-V with the def2-TZVPD basis set.

Structure (XYZ):
```
24
Properties=species:S:1:pos:R:3:forces:R:3
Ba 0.031417 0.232586 0.009685 0.7 -1.1 3.8
C 1.712855 -2.513493 0.953739 1.2 0.0 1.8
O 0.832867 -2.058543 1.767850 -0.6 -0.1 -1.0
O 2.273451 -3.657234 1.082661 -0.6 -0.1 -0.5
O 2.199406 -1.656911 0.079623 -0.3 1.2 -2.0
C -0.436886 1.041640 3.087309 0.5 -0.5 1.1
O -0.250671 1.032445 4.348385 -0.6 0.2 -0.7
O -1.351925 0.364976 2.476040 -1.7 -0.5 -0.6
O 0.345112 1.685720 2.290936 1.3 1.3 -1.4
O -2.917394 0.596526 -0.146269 -0.6 0.1 0.1
H -3.206955 1.311471 -0.718722 0.1 0.0 0.0
H -3.031918 0.930074 0.764621 0.6 -0.4 0.2
O 1.186480 -0.150333 -2.400506 0.2 -0.1 -1.2
H 1.859096 -0.853595 -2.420859 -0.2 -0.1 0.7
H 1.180556 0.223378 -3.288461 0.2 0.0 0.1
O -1.529308 -2.069665 -0.303409 -0.5 -0.2 -0.7
H -1.350081 -3.002272 -0.462931 0.4 0.1 0.4
H -2.487812 -1.980685 -0.356037 0.1 0.2 0.2
O -1.217232 1.991929 -1.873520 -0.1 0.3 -0.7
H -1.773627 2.745498 -2.100606 0.2 0.0 0.1
H -0.970076 1.604583 -2.722638 0.0 0.0 0.1
O 2.624824 1.464995 -0.193575 0.5 0.3 -0.6
H 3.082337 2.027987 0.438617 -0.3 -0.2 0.3
H 3.195487 0.688930 -0.311930 -0.4 -0.3 0.3
```
Positions in Å, forces in eV/Å.

## Properties
**E_HOMO**: 0.8259 eV
**Relative energy (zero: lowest compared OMol25 entry of this formula, charge and spin)**: 129.5 kJ/mol
**LUMO energy**: 3.28 eV
**Total charge**: -2
**Orbital gap**: 0.090 Eh



This record from the Open Molecules 2025 dataset describes a 2-piece molecular cluster, C2H10F2Si3 overall. The level of theory is ωB97M-V with the def2-TZVPD basis set.

Structure (XYZ):
```
17
Properties=species:S:1:pos:R:3:forces:R:3
C -0.087134 -2.874318 -0.521111 -1.2 2.4 -1.5
C 0.057185 2.464223 2.218457 -0.1 1.2 -3.5
F 1.284012 -0.513583 -1.584414 -0.2 2.2 1.1
F -0.689244 2.015816 -2.088286 0.0 0.0 -0.9
Si 0.892767 -1.989635 -1.930593 -0.7 -1.4 0.3
Si -0.866257 1.485131 0.917386 1.3 0.5 1.6
Si 0.164800 2.474608 -0.806225 0.0 0.1 -0.7
H 0.139855 -3.856876 -0.231228 1.0 -1.1 0.6
H -0.054741 -2.107977 0.255852 0.5 -0.4 0.6
H -1.177785 -2.909643 -0.701568 0.4 0.1 -0.5
H -0.489098 2.650405 3.035748 -2.3 0.7 3.1
H 0.939782 2.079096 2.540145 2.7 -1.6 0.7
H 0.318290 3.439093 1.782658 -0.2 0.0 0.2
H 2.262140 -2.393068 -2.059674 0.6 -1.2 -0.3
H 0.214100 -1.775735 -3.207463 -0.3 -0.5 -0.2
H -2.244050 1.699118 1.113369 -1.6 0.4 -0.2
H -0.664623 0.113345 1.266946 0.2 -1.2 -0.3
```
Positions in Å, forces in eV/Å.

## Properties
**E_HOMO (alpha / beta)**: -6.8017 / -11.1214 eV
**LUMO energy (alpha / beta)**: 0.68 / -2.01 eV
**Spin multiplicity**: 3
**Orbital gap (alpha / beta)**: 0.275 / 0.335 Eh



This record from the Open Molecules 2025 dataset describes a 2-piece molecular cluster, C2H10N overall. The level of theory is ωB97M-V with the def2-TZVPD basis set.

Structure (XYZ):
```
13
Properties=species:S:1:pos:R:3:forces:R:3
N -2.508344 0.794764 -1.269231 -3.3 -1.6 -0.6
H -1.795033 0.169346 -1.069410 2.0 -1.6 1.0
H -2.575603 1.532781 -0.622339 0.2 1.6 0.8
H -2.433210 1.007416 -2.225023 0.6 1.5 -1.8
H -3.419964 0.281424 -1.276389 0.7 0.2 0.6
C 1.478804 -1.236120 0.952589 -4.1 3.4 2.7
C 1.759677 0.323398 0.670185 -1.7 -2.6 1.4
H 2.351971 -1.650386 0.819253 4.3 -2.9 -1.3
H 0.693898 -1.494344 0.270195 -0.1 -0.8 -0.5
H 1.153058 -1.617254 2.005040 0.4 1.4 -1.6
H 0.861378 0.876721 0.867555 -0.4 0.6 0.6
H 2.587263 0.653621 1.255767 0.5 0.6 0.0
H 1.846107 0.358629 -0.378192 1.0 0.3 -1.3
```
Positions in Å, forces in eV/Å.

## Properties
**E_HOMO**: -14.5563 eV
**Relative energy (zero: lowest compared OMol25 entry of this formula, charge and spin)**: 121.2 kJ/mol
**LUMO energy**: -4.70 eV
**Total charge**: +1
**Orbital gap**: 0.362 Eh



This record from the Open Molecules 2025 dataset describes a 2-piece molecular cluster, C2H10N overall. The level of theory is ωB97M-V with the def2-TZVPD basis set.

Structure (XYZ):
```
13
Properties=species:S:1:pos:R:3:forces:R:3
N -2.061951 1.950366 -1.076321 0.5 -0.1 0.0
H -1.435274 1.158070 -1.242893 0.1 0.1 -0.4
H -2.399982 1.803401 -0.120507 -0.5 0.3 -0.2
H -1.531558 2.825456 -1.125263 0.1 -0.1 0.1
H -2.790334 1.983375 -1.799905 -0.1 -0.2 0.4
C 0.720771 -1.649689 0.962293 0.2 0.0 -0.2
C 1.830911 -0.740694 0.374780 -0.5 -0.9 0.3
H 0.858035 -2.688934 0.683148 0.1 -0.1 -0.1
H -0.270341 -1.386446 0.577704 0.0 0.1 0.3
H 0.736581 -1.619862 2.054215 -0.3 0.1 -0.2
H 2.595191 -1.330754 -0.113346 0.1 -0.1 -0.3
H 1.410503 -0.060778 -0.360513 0.2 0.4 0.0
H 2.337446 -0.243507 1.186613 0.1 0.6 0.0
```
Positions in Å, forces in eV/Å.

## Properties
**E_HOMO**: -14.6451 eV
**Relative energy (zero: lowest compared OMol25 entry of this formula, charge and spin)**: 41.4 kJ/mol
**LUMO energy**: -4.74 eV
**Total charge**: +1
**Orbital gap**: 0.364 Eh



This record from the Open Molecules 2025 dataset describes a 2-piece molecular cluster, C2H10N2 overall. The level of theory is ωB97M-V with the def2-TZVPD basis set.

Structure (XYZ):
```
14
Properties=species:S:1:pos:R:3:forces:R:3
N -1.606413 1.309128 2.636659 -0.5 -0.2 0.6
C -1.253798 2.092187 1.514767 1.1 0.6 -1.5
N -0.090255 1.586589 0.704654 -0.6 0.6 1.1
H -2.357851 0.653945 2.496913 0.2 -0.1 -0.2
H -0.862599 0.901309 3.178703 0.2 0.2 -0.1
H -0.956558 3.115582 1.766386 -0.2 -0.1 0.5
H -2.108564 2.211225 0.843550 -0.2 -0.2 0.3
H 0.152741 0.659835 1.012854 -0.1 -0.3 -0.6
H -0.263193 1.716549 -0.278204 0.2 -0.6 -0.1
C 1.890071 -2.881461 -2.804239 -0.5 0.9 0.9
H 0.935843 -3.186559 -2.374462 0.0 -0.4 -0.3
H 1.792342 -1.791567 -2.843827 0.3 -0.1 -0.2
H 2.652452 -3.110524 -2.062513 0.2 -0.2 -0.3
H 2.075780 -3.276244 -3.791244 0.1 -0.2 0.0
```
Positions in Å, forces in eV/Å.

## Properties
**E_HOMO**: -9.0047 eV
**SMILES**: NCN.C
**Relative energy (zero: lowest compared OMol25 entry of this formula, charge and spin)**: 54.0 kJ/mol
**LUMO energy**: 0.98 eV
**Orbital gap**: 0.367 Eh



This record from the Open Molecules 2025 dataset describes a 2-piece molecular cluster, C2H10N2 overall. The level of theory is ωB97M-V with the def2-TZVPD basis set.

Structure (XYZ):
```
14
Properties=species:S:1:pos:R:3:forces:R:3
C -1.135368 -0.578612 -0.884559 -0.7 -0.9 -2.1
N -0.364866 0.603664 -0.619378 0.3 -0.1 3.7
C -0.636816 1.176451 0.784646 -2.9 1.0 -1.9
H -0.959174 -1.313486 -0.104322 0.5 -0.2 0.0
H -2.296066 -0.574855 -0.884747 1.4 0.8 -0.2
H -0.767733 -1.009804 -1.910626 -0.9 0.6 1.9
H -0.451415 1.382893 -1.206440 -0.5 0.6 -1.4
H -1.799961 1.082109 0.896224 1.6 0.6 0.0
H -0.403225 2.320215 0.804772 -0.1 -2.3 0.1
H -0.313470 0.617863 1.655019 1.0 -0.1 -0.3
N 2.175700 -0.635187 0.485710 2.6 -0.3 0.4
H 2.532522 -0.728156 -0.458619 0.2 0.7 -0.4
H 2.988890 -1.056486 1.039170 -1.8 0.4 -0.7
H 1.430980 -1.286609 0.403148 -0.9 -0.8 0.7
```
Positions in Å, forces in eV/Å.

## Properties
**E_HOMO**: -8.5437 eV
**SMILES**: CNC.N
**Relative energy (zero: lowest compared OMol25 entry of this formula, charge and spin)**: 132.2 kJ/mol
**LUMO energy**: 1.11 eV
**Orbital gap**: 0.355 Eh



Number 1: E_tot -30659.2994 eV, F_max 1.80 eV Å⁻¹. Number 2: E_tot -113818.3453 eV, F_max 5.73 eV Å⁻¹. Number 3: E_tot -32117.9125 eV, F_max 2.05 eV Å⁻¹. Number 4: E_tot -7397.9554 eV, F_max 2.63 eV Å⁻¹. Number 5: E_tot -25454.3887 eV, F_max 4.04 eV Å⁻¹. Number 6: E_tot -31302.7487 eV, F_max 3.95 eV Å⁻¹. Number 7: E_tot -3718.1590 eV, F_max 5.95 eV Å⁻¹. Number 8: E_tot -3718.9862 eV, F_max 1.05 eV Å⁻¹. Number 9: E_tot -5215.7926 eV, F_max 1.97 eV Å⁻¹. Number 10: E_tot -5214.9814 eV, F_max 3.75 eV Å⁻¹.